# 1
Below is a single C3H7N3OS molecule at a distorted geometry, with properties calculated with wB97M-V/def2-TZVPD.

```
15
Properties=species:S:1:pos:R:3:forces:R:3:nbo_charge:R:1
C 1.6110 0.5162 -1.3186 0.29 -0.26 -0.05 -0.414
N 1.1625 1.0303 -0.0311 -0.03 0.89 0.22 -0.620
C -0.0581 0.5904 0.4865 0.34 0.40 -0.13 0.550
N -0.9129 1.4532 0.8505 -0.21 -0.31 0.17 -0.620
S -2.2661 1.0874 1.8267 0.03 -0.42 -0.40 0.143
N -0.0821 -0.8167 0.6288 0.48 -0.38 0.21 -0.658
C -1.0696 -1.6764 0.2454 -0.81 0.44 -0.27 0.537
O -2.1525 -1.3644 -0.2135 0.66 -0.08 0.19 -0.588
H 1.7256 -0.5758 -1.2879 -0.11 0.30 0.02 0.194
H 2.5978 0.9260 -1.5472 -0.15 0.00 0.09 0.211
H 0.9299 0.7752 -2.1286 -0.08 -0.02 -0.14 0.189
H 1.1928 2.0646 0.0241 -0.07 -1.06 -0.07 0.399
H -2.7041 -0.0470 1.1983 0.14 0.47 0.29 0.135
H 0.8206 -1.2449 0.8709 -0.69 0.40 -0.20 0.416
H -0.7948 -2.7180 0.3957 0.20 -0.37 0.08 0.125
```
Positions in Å, forces in eV/Å.

E_LUMO = 0.570 eV
Frontier orbital gap = 8.853 eV
Structure (SMILES) = CN/C(=N/S)NC=O

---

# 2
Below is a single C3H7N3S molecule at a distorted geometry, with properties calculated with wB97M-V/def2-TZVPD.

```
14
Properties=species:S:1:pos:R:3:forces:R:3:nbo_charge:R:1
H -2.7814 -1.4563 -0.5182 -0.58 -2.29 -0.54 0.328
N -2.5144 -0.5581 -0.2649 1.53 1.86 1.25 -0.721
C -1.2960 -0.4800 0.1516 -0.49 1.54 -0.83 0.301
N -0.2910 -1.3658 0.0803 -0.69 -0.98 -0.63 -0.613
C 1.0470 -1.3672 0.5987 1.00 1.43 0.69 -0.422
S -0.8998 1.1647 0.7228 -0.25 0.96 0.43 0.395
N 0.5529 1.5150 -0.0953 0.12 -1.35 -0.17 -0.584
C 0.7625 2.6181 -0.6582 0.64 -0.21 -0.26 -0.050
H -0.6048 -2.1725 -0.4275 0.39 -0.41 -0.04 0.388
H 1.4926 -2.3349 0.3879 0.05 0.07 0.09 0.210
H 1.0717 -1.1503 1.6768 -0.24 -0.53 -0.07 0.201
H 1.6839 -0.5279 0.2184 -0.61 -0.92 -0.30 0.228
H 1.7190 2.6826 -1.2192 -0.65 0.32 0.43 0.181
H 0.0579 3.4326 -0.6531 -0.22 0.51 -0.06 0.159
```
Positions in Å, forces in eV/Å.

E_LUMO = 0.857 eV
Frontier orbital gap = 9.409 eV
Structure (SMILES) = [H]/N=C(\NC)SN=C

---

| no. | HOMO energy (Ha) |
| --- | --- |
| 1 | -0.304 |
| 2 | -0.314 |